[1]
C26H28EuN2S2Si as an isolated structure at a distorted geometry, computed with ωB97M-V with the def2-TZVPD basis set.

Computed properties:
**HOMO level (spin up / spin down)**: -9.16 / -9.51 eV
**Multiplicity**: 7
**Energy**: -2912.816629 Eh
**ΔE to the lowest compared entry with this formula, charge and spin**: 0.00 kcal/mol
**Total charge**: +1
**⟨S²⟩**: 12.02

Last column: Mulliken spin population.
CARTESIAN COORDINATES (ANGSTROEM)
1 C 0.403 2.932 3.121  0.00
2 C 0.652 2.489 1.782  0.00
3 C -0.567 2.685 1.040  -0.01
4 H 1.549 1.961 1.444  0.00
5 C -1.527 3.257 1.927  0.01
6 C -0.915 3.436 3.188  -0.01
7 H -1.324 4.020 4.006  0.00
8 H 1.146 3.048 3.902  0.00
9 H -0.763 2.280 0.033  0.00
10 H -2.538 3.574 1.682  0.00
11 Eu -0.717 0.349 2.349  5.04
12 C -0.075 -2.719 -1.685  0.06
13 H -0.406 -3.738 -2.022  0.00
14 H -0.445 -2.456 -0.669  0.02
15 H 1.406 1.232 -0.559  0.10
16 Si 0.708 0.760 -1.901  0.68
17 C 1.776 -0.199 -3.439  0.05
18 C 2.671 0.795 -3.828  0.06
19 H 2.563 1.809 -3.420  0.00
20 C 3.748 0.566 -4.685  0.02
21 H 4.482 1.359 -4.833  0.00
22 C 3.898 -0.693 -5.281  0.00
23 H 4.769 -0.860 -5.950  0.00
24 C 3.026 -1.727 -4.945  0.00
25 H 3.235 -2.745 -5.330  0.00
26 C 1.934 -1.459 -4.081  -0.04
27 H 1.264 -2.306 -3.972  0.00
28 C -0.831 1.296 -3.070  0.08
29 C -0.724 1.531 -4.472  0.00
30 H 0.190 1.281 -5.045  0.00
31 C -1.783 2.099 -5.204  -0.01
32 H -1.663 2.355 -6.276  0.00
33 C -3.000 2.340 -4.535  0.03
34 H -3.817 2.827 -5.095  0.00
35 C -3.152 2.095 -3.152  0.02
36 H -4.111 2.346 -2.654  0.00
37 C -2.074 1.548 -2.451  -0.06
38 H -2.243 1.325 -1.369  -0.01
39 H 0.999 -2.583 -2.005  -0.03
40 H -0.502 -2.105 -2.481  -0.02
41 C 1.123 1.121 6.244  0.00
42 C 0.966 -0.298 5.870  0.00
43 N 0.396 -0.702 4.756  0.01
44 C 0.354 -2.127 4.692  -0.01
45 C 0.919 -2.742 5.801  0.00
46 S 1.522 -1.569 6.949  0.00
47 C -0.326 -2.803 3.616  0.00
48 C -0.485 -4.159 3.320  0.00
49 S -1.572 -4.415 1.968  0.00
50 C -1.757 -2.651 1.832  -0.02
51 N -1.083 -1.999 2.761  0.01
52 C -2.764 -1.930 0.991  0.05
53 H 1.518 1.168 7.268  0.00
54 H 1.872 1.580 5.588  0.00
55 H 0.173 1.668 6.185  0.00
56 H 0.989 -3.830 5.949  0.00
57 H 0.005 -4.948 3.880  0.00
58 H -2.483 -2.079 -0.055  -0.01
59 H -3.731 -2.451 1.094  0.00
60 H -2.876 -0.838 1.226  -0.01

[2]
C26H28FMnN7O9 as an isolated structure at a distorted geometry, computed with ωB97M-V with the def2-TZVPD basis set.

Computed properties:
**HOMO level (spin up / spin down)**: -13.79 / -13.79 eV
**Multiplicity**: 4
**Energy**: -3318.336000 Eh
**ΔE to the lowest compared entry with this formula, charge and spin**: 16.22 kcal/mol
**Total charge**: +2
**⟨S²⟩**: 4.05

Last column: Mulliken spin population.
CARTESIAN COORDINATES (ANGSTROEM)
1 Mn -0.068 -0.150 0.971  3.33
2 O 4.742 -0.582 4.184  0.00
3 C 3.874 0.170 4.815  0.00
4 O 4.133 0.780 5.818  0.00
5 C 2.490 0.295 4.242  0.00
6 C 1.427 0.891 4.910  0.00
7 N 0.380 0.906 4.077  0.00
8 N 0.684 0.349 2.907  0.00
9 C 1.957 -0.040 2.984  0.00
10 C 2.493 -0.812 1.813  -0.01
11 O 3.629 -1.244 1.808  0.02
12 O 1.602 -0.966 0.900  -0.01
13 H 4.448 -0.978 3.326  0.00
14 H 1.394 1.261 5.914  0.00
15 H -0.564 1.214 4.275  0.00
16 F 4.626 4.430 -0.758  0.00
17 C 3.321 4.698 -0.577  0.00
18 C 2.499 3.653 -0.260  0.01
19 C 1.139 3.869 -0.026  0.01
20 C 0.301 2.740 0.337  -0.02
21 O 0.811 1.595 0.441  0.05
22 C -1.072 3.053 0.561  0.00
23 C -1.514 4.344 0.410  0.01
24 N -0.727 5.382 0.099  0.00
25 C -1.313 6.695 -0.030  0.00
26 C -2.310 7.146 0.994  0.00
27 C -0.954 7.774 0.956  0.00
28 C 0.619 5.177 -0.125  0.00
29 C 1.485 6.226 -0.454  0.00
30 C 2.842 6.022 -0.674  0.00
31 N 3.664 7.108 -1.003  0.00
32 C 3.798 8.168 -0.022  0.00
33 C 4.251 9.458 -0.698  0.00
34 N 5.537 9.215 -1.403  0.00
35 C 5.378 8.123 -2.400  0.00
36 C 4.920 6.855 -1.688  0.00
37 C -2.079 2.008 1.012  -0.01
38 O -3.214 2.341 1.255  0.02
39 O -1.618 0.804 1.147  0.04
40 H 2.903 2.656 -0.177  0.00
41 H -2.568 4.546 0.554  0.00
42 H -1.476 6.981 -1.064  0.00
43 H -2.530 6.493 1.822  0.00
44 H -3.160 7.715 0.659  0.00
45 H -0.265 7.530 1.750  0.00
46 H -0.864 8.788 0.599  0.00
47 H 1.096 7.225 -0.552  0.00
48 H 4.534 7.892 0.753  0.00
49 H 2.841 8.341 0.470  0.00
50 H 4.382 10.239 0.053  0.00
51 H 3.516 9.783 -1.437  0.00
52 H 6.251 8.937 -0.714  0.00
53 H 5.857 10.075 -1.862  0.00
54 H 6.329 7.935 -2.901  0.00
55 H 4.637 8.437 -3.138  0.00
56 H 5.713 6.524 -1.001  0.00
57 H 4.768 6.077 -2.437  0.00
58 C -1.333 -2.454 -2.364  0.00
59 C -1.022 -1.879 -1.024  0.04
60 N -0.505 -0.696 -0.844  -0.05
61 O -0.225 0.128 -1.897  0.00
62 C -1.245 -2.570 0.225  0.04
63 C -1.816 -3.931 0.436  -0.01
64 N -0.867 -1.814 1.218  -0.23
65 O -0.868 -1.997 2.440  -0.24
66 H -1.933 -1.764 -2.958  0.00
67 H -1.887 -3.382 -2.262  0.00
68 H -0.411 -2.676 -2.907  0.00
69 H -0.422 -0.317 -2.744  0.00
70 H -2.834 -3.855 0.819  0.01
71 H -1.226 -4.459 1.185  0.00
72 H -1.831 -4.507 -0.483  0.00

[3]
A single C26H28FN3O5S molecule, computed with ωB97M-V with the def2-TZVPD basis set.

Computed properties:
**HOMO level**: -8.20 eV
**Multiplicity**: 1
**Energy**: -2046.080624 Eh
**ΔE to the lowest compared entry with this formula, charge and spin**: 0.00 kcal/mol
**Total charge**: 0

Last column: Mulliken charge in e.
CARTESIAN COORDINATES (ANGSTROEM)
1 C -5.439 -4.519 -1.549  -0.86
2 O -4.965 -3.312 -2.093  -0.45
3 C -4.370 -2.413 -1.259  0.81
4 C -3.949 -1.219 -1.847  -1.03
5 C -3.332 -0.240 -1.099  -0.04
6 C -3.132 -0.426 0.266  0.28
7 N -2.479 0.554 1.021  -0.08
8 S -2.668 2.189 0.709  1.49
9 O -2.233 2.834 1.914  -0.77
10 O -3.966 2.487 0.187  -0.66
11 C -1.429 2.499 -0.545  -0.49
12 C -1.752 3.165 -1.711  -0.20
13 C -0.747 3.438 -2.627  -0.81
14 C 0.557 3.066 -2.350  -0.67
15 C 0.882 2.415 -1.161  0.91
16 C 2.320 2.058 -0.930  0.54
17 O 3.124 1.997 -1.840  -0.72
18 N 2.648 1.866 0.366  -0.02
19 C 3.912 1.342 0.814  -1.63
20 C 3.900 -0.195 1.022  -0.23
21 C 2.596 -0.539 1.713  -0.73
22 C 2.456 -0.439 3.091  -0.39
23 C 1.230 -0.663 3.694  -1.02
24 C 0.149 -0.994 2.898  0.46
25 F -1.057 -1.199 3.475  -0.37
26 C 0.260 -1.118 1.525  -0.48
27 C 1.490 -0.878 0.940  0.49
28 N 3.997 -0.994 -0.194  0.71
29 C 4.948 -0.547 -1.199  -0.55
30 C 4.865 -1.479 -2.409  -0.97
31 O 5.118 -2.823 -2.071  -0.40
32 C 4.203 -3.251 -1.094  -0.71
33 C 4.284 -2.377 0.156  -0.56
34 C -0.135 2.117 -0.258  -0.39
35 C -3.548 -1.614 0.854  -0.78
36 C -4.157 -2.604 0.102  -0.45
37 H -4.625 -5.117 -1.125  0.33
38 H -5.885 -5.062 -2.381  0.24
39 H -6.200 -4.344 -0.782  0.35
40 H -4.118 -1.082 -2.903  0.43
41 H -3.015 0.679 -1.563  0.21
42 H -2.432 0.365 2.011  0.30
43 H -2.779 3.450 -1.881  0.56
44 H -0.980 3.946 -3.549  0.41
45 H 1.355 3.274 -3.048  0.48
46 H 1.922 1.924 1.061  0.31
47 H 4.677 1.632 0.095  0.53
48 H 4.145 1.804 1.778  0.48
49 H 4.749 -0.418 1.699  0.53
50 H 3.309 -0.182 3.702  0.49
51 H 1.106 -0.583 4.762  0.46
52 H -0.600 -1.385 0.933  0.47
53 H 1.610 -0.956 -0.128  0.55
54 H 4.673 0.448 -1.547  0.43
55 H 5.981 -0.542 -0.810  0.27
56 H 5.615 -1.202 -3.151  0.40
57 H 3.862 -1.390 -2.853  0.32
58 H 4.461 -4.285 -0.857  0.35
59 H 3.179 -3.212 -1.495  0.31
60 H 3.553 -2.723 0.889  0.32
61 H 5.295 -2.472 0.594  0.35
62 H 0.029 1.579 0.662  0.07
63 H -3.391 -1.769 1.912  0.40
64 H -4.465 -3.512 0.594  0.39